[1]
Molecular formula: CH7N4O
Method: DFT, ωB97M-V/def2-TZVPD

Each atom is followed by the atoms it is bonded to, with distances in Å.
Atoms and positions in Å:
1 C -0.434 -0.540 0.353  N3 1.151, N4 1.291
2 N 1.902 1.006 -1.113  O6 1.485, H7 0.953, H8 1.055
3 N 0.655 -0.410 0.705  C1 1.151, H12 1.063
4 N -1.690 -0.840 0.343  C1 1.291, N5 1.448, H9 1.015
5 N -1.978 -1.152 1.728  N4 1.448, H10 1.051, H11 1.023
6 O 1.121 1.739 -2.141  N2 1.485, H13 0.927
7 H 1.823 1.215 -0.187  N2 0.953
8 H 1.627 -0.008 -1.202  N2 1.055
9 H -2.352 -1.186 -0.344  N4 1.015
10 H -1.170 -0.932 2.363  N5 1.051
11 H -2.721 -0.558 2.104  N5 1.023
12 H 1.569 -0.493 0.169  N3 1.063
13 H 1.649 2.159 -2.778  O6 0.927

Computed properties:
HOMO energy = -13.87 eV
gap between HOMO and LUMO = 8.013 eV
charge = +1
relative energy (zero: lowest compared OMol25 entry of this formula, charge and spin) = 5.1161 eV
calculated total energy = -9144.9271 eV
strongest force on any atom = 6.2 eV/A



[2]
Molecular formula: CH3N3O
Method: DFT, ωB97M-V/def2-TZVPD

Each atom is followed by the atoms it is bonded to, with distances in Å.
Atoms and positions in Å:
1 N 2.425 1.374 0.801  N2 1.094
2 N 2.593 0.430 0.273  N1 1.094, O3 1.162
3 O 2.787 -0.574 -0.278  N2 1.162
4 C -1.656 -0.432 -0.519  N5 1.245, H6 1.220, H7 1.047
5 N -0.927 0.259 0.217  C4 1.245, H8 0.998
6 H -2.724 -0.903 -0.163  C4 1.220
7 H -1.284 -0.692 -1.463  C4 1.047
8 H -1.214 0.537 1.132  N5 0.998

Computed properties:
HOMO energy = -9.94 eV
structure (SMILES) = N#[N+][O-].C=N
gap between HOMO and LUMO = 11.111 eV
relative energy (zero: lowest compared OMol25 entry of this formula, charge and spin) = 3.2193 eV
calculated total energy = -7600.3830 eV
strongest force on any atom = 4.2 eV/A



[3]
Molecular formula: C5H12N2O
Method: DFT, ωB97M-V/def2-TZVPD

Each atom is followed by the atoms it is bonded to, with distances in Å.
Atoms and positions in Å:
1 C -0.347 1.465 2.431  N2 1.265, H7 1.081, H8 1.085
2 N 0.383 1.702 1.426  C1 1.265, N3 1.369
3 N 0.764 0.726 0.545  N2 1.369, C4 1.457, C5 1.419
4 C 1.604 1.269 -0.515  N3 1.457, H9 1.087, H10 1.090, H11 1.093
5 C 0.949 -0.637 0.894  N3 1.419, O6 1.202, H12 1.105
6 O 0.575 -1.165 1.907  C5 1.202
7 H -0.650 2.336 2.995  C1 1.081
8 H -0.719 0.496 2.748  C1 1.085
9 H 1.407 2.336 -0.589  C4 1.087
10 H 1.349 0.791 -1.461  C4 1.090
11 H 2.666 1.116 -0.312  C4 1.093
12 H 1.537 -1.151 0.112  C5 1.105
13 C -1.484 -1.049 -0.576  C14 1.523, H15 1.092, H16 1.088, H17 1.165
14 C -0.893 -1.291 -1.959  C13 1.523, H18 1.087, H19 1.088, H20 1.090
15 H -2.564 -0.903 -0.645  C13 1.092
16 H -1.333 -1.915 0.066  C13 1.088
17 H -1.022 -0.077 -0.130  C13 1.165
18 H 0.186 -1.409 -1.899  C14 1.087
19 H -1.100 -0.451 -2.620  C14 1.088
20 H -1.307 -2.190 -2.416  C14 1.090

Computed properties:
HOMO energy = -9.27 eV
structure (SMILES) = C=NN(C)C=O.CC
gap between HOMO and LUMO = 10.184 eV
relative energy (zero: lowest compared OMol25 entry of this formula, charge and spin) = 2.9923 eV
calculated total energy = -10405.4317 eV
strongest force on any atom = 2.5 eV/A



[4]
Molecular formula: C31H55F10N12O12P
Method: DFT, ωB97M-V/def2-TZVPD

Each atom is followed by the atoms it is bonded to, with distances in Å.
Atoms and positions in Å:
1 C 6.717 -0.926 2.470  C2 1.617, H47 1.154, H48 1.156, H49 1.162
2 C 7.509 -0.947 1.061  C1 1.617, O3 1.472, H50 1.164, H51 1.161
3 O 6.621 -0.810 -0.105  C2 1.472, C4 1.463
4 C 5.964 0.495 -0.045  O3 1.463, C5 1.611, H52 1.163, H53 1.149
5 C 5.809 1.203 -1.484  C4 1.611, C6 1.613, H54 1.165, H55 1.153
6 C 4.815 0.446 -2.503  C5 1.613, C7 1.612, H56 1.161, H57 1.161
7 C 3.385 0.038 -1.880  C6 1.612, C8 1.611, H58 1.147, H59 1.158
8 C 2.234 1.081 -2.310  C7 1.611, C9 1.612, H60 1.149, H61 1.166
9 C 2.468 2.566 -1.729  C8 1.612, O10 1.457, O11 1.436, H62 1.165
10 O 2.844 3.410 -2.856  C9 1.457, H63 0.991
11 O 1.429 3.092 -0.890  C9 1.436, C12 1.437
12 C 0.265 3.548 -1.600  O11 1.437, N13 1.486, C16 1.652, H64 1.167
13 N 0.349 4.996 -1.924  C12 1.486, C14 1.295
14 C 1.287 5.633 -1.298  N13 1.295, O15 1.258
15 O 2.169 6.083 -0.522  C14 1.258
16 C -1.156 3.089 -0.893  C12 1.652, O17 1.390, C27 1.655, C40 1.587
17 O -0.972 1.812 -0.375  C16 1.390, C18 1.397
18 C -0.606 1.431 0.918  O17 1.397, O19 1.429, C20 1.658, P25 1.953
19 O -0.568 2.359 2.005  C18 1.429, H65 0.983
20 C -1.594 0.149 1.279  C18 1.658, C21 1.602, H66 1.156, H67 1.169
21 C -1.629 -0.245 2.832  C20 1.602, C22 1.643, H68 1.145, H69 1.145
22 C -3.006 -1.116 3.047  C21 1.643, O23 1.458, H70 1.156, H71 1.160
23 O -2.691 -2.090 4.086  C22 1.458, C24 1.463
24 C -3.897 -2.901 4.250  O23 1.463, H72 1.154, H73 1.158, H74 1.151
25 P 1.125 0.544 1.093  C18 1.953, N26 1.599, H75 1.431, H76 1.457
26 N 2.302 1.536 1.529  P25 1.599, H77 1.037
27 C -2.119 2.808 -2.209  C16 1.655, F28 1.424, F29 1.451, C30 1.632
28 F -1.967 3.755 -3.262  C27 1.424
29 F -3.531 2.816 -1.874  C27 1.451
30 C -1.891 1.307 -2.806  C27 1.632, C31 1.555, C39 1.594
31 C -0.868 0.920 -3.912  C30 1.555, C32 1.578, H78 1.160
32 C -0.673 -0.539 -4.480  C31 1.578, C33 1.565, H79 1.145
33 C -1.592 -1.684 -3.938  C32 1.565, C34 1.570, H80 1.155
34 C -2.659 -1.313 -2.848  C33 1.570, C35 1.599, C39 1.573
35 C -3.632 -2.471 -2.330  C34 1.599, F36 1.461, F37 1.455, F38 1.425
36 F -4.846 -1.833 -1.829  C35 1.461
37 F -4.082 -3.254 -3.472  C35 1.455
38 F -3.061 -3.357 -1.371  C35 1.425
39 C -2.823 0.136 -2.256  C30 1.594, C34 1.573, H81 1.161
40 C -1.843 4.277 -0.096  C16 1.587, F41 1.459, F42 1.461, C43 1.613
41 F -2.361 5.353 -0.934  C40 1.459
42 F -0.883 4.975 0.756  C40 1.461
43 C -3.071 3.958 0.900  C40 1.613, F44 1.416, F45 1.455, F46 1.451
44 F -3.485 2.608 0.992  C43 1.416
45 F -4.260 4.680 0.473  C43 1.455
46 F -2.817 4.508 2.219  C43 1.451
47 H 5.623 -1.284 2.384  C1 1.154
48 H 6.748 0.097 3.009  C1 1.156
49 H 7.239 -1.671 3.193  C1 1.162
50 H 8.317 -0.109 1.086  C2 1.164
51 H 8.111 -1.939 1.027  C2 1.161
52 H 6.664 1.179 0.582  C4 1.163
53 H 4.988 0.404 0.555  C4 1.149
54 H 6.870 1.208 -1.965  C5 1.165
55 H 5.550 2.311 -1.301  C5 1.153
56 H 5.313 -0.537 -2.868  C6 1.161
57 H 4.732 1.113 -3.450  C6 1.161
58 H 3.369 -0.076 -0.738  C7 1.147
59 H 3.096 -0.989 -2.330  C7 1.158
60 H 1.165 0.764 -2.031  C8 1.149
61 H 2.252 1.151 -3.474  C8 1.166
62 H 3.420 2.504 -1.059  C9 1.165
63 H 3.627 3.001 -3.306  O10 0.991
64 H 0.313 3.002 -2.631  C12 1.167
65 H -1.424 2.451 2.480  O19 0.983
66 H -2.630 0.253 0.777  C20 1.156
67 H -1.107 -0.760 0.729  C20 1.169
68 H -0.787 -0.930 3.196  C21 1.145
69 H -1.708 0.626 3.572  C21 1.145
70 H -3.837 -0.424 3.455  C22 1.156
71 H -3.317 -1.676 2.079  C22 1.160
72 H -4.719 -2.424 3.595  C24 1.154
73 H -4.289 -2.879 5.340  C24 1.158
74 H -3.728 -3.980 3.887  C24 1.151
75 H 1.348 -0.202 -0.107  P25 1.431
76 H 1.045 -0.453 2.152  P25 1.457
77 H 2.675 1.235 2.449  N26 1.037
78 H -0.191 1.762 -4.333  C31 1.160
79 H 0.135 -0.724 -5.269  C32 1.145
80 H -1.447 -2.741 -4.380  C33 1.155
81 H -3.621 0.326 -1.435  C39 1.161
82 N -5.919 -3.861 -0.458  C83 1.355, H86 1.001, H87 1.008
83 C -6.512 -4.953 0.082  N82 1.355, N84 1.355, O85 1.221
84 N -6.231 -6.119 -0.547  C83 1.355, H88 1.008, H89 1.004
85 O -7.243 -4.891 1.059  C83 1.221
86 H -5.317 -3.892 -1.257  N82 1.001
87 H -6.104 -2.973 -0.018  N82 1.008
88 H -6.654 -6.955 -0.176  N84 1.008
89 H -5.633 -6.191 -1.351  N84 1.004
90 N -5.837 5.244 3.569  C91 1.354, H94 1.005, H95 1.008
91 C -6.432 4.147 4.096  N90 1.354, N92 1.355, O93 1.221
92 N -6.138 2.985 3.463  C91 1.355, H96 1.008, H97 1.004
93 O -7.175 4.201 5.063  C91 1.221
94 H -5.223 5.220 2.774  N90 1.005
95 H -6.030 6.128 4.011  N90 1.008
96 H -6.563 2.146 3.825  N92 1.008
97 H -5.531 2.920 2.666  N92 1.004
98 N -6.902 -0.531 -2.797  C99 1.355, H102 1.004, H103 1.010
99 C -8.092 -0.050 -2.364  N98 1.355, N100 1.355, O101 1.221
100 N -8.655 0.880 -3.173  C99 1.355, H104 1.008, H105 1.004
101 O -8.616 -0.425 -1.327  C99 1.221
102 H -6.454 -0.236 -3.646  N98 1.004
103 H -6.450 -1.226 -2.221  N98 1.010
104 H -9.542 1.263 -2.885  N100 1.008
105 H -8.241 1.202 -4.029  N100 1.004
106 N 2.106 -3.246 2.310  C107 1.355, H110 1.004, H111 1.008
107 C 3.154 -2.647 1.696  N106 1.355, N108 1.354, O109 1.221
108 N 3.431 -3.119 0.457  C107 1.354, H112 1.010, H113 1.004
109 O 3.801 -1.752 2.217  C107 1.221
110 H 1.562 -3.984 1.899  N106 1.004
111 H 1.869 -2.922 3.235  N106 1.008
112 H 4.206 -2.697 -0.033  N108 1.010
113 H 2.913 -3.854 0.010  N108 1.004
114 N 11.894 -3.319 1.618  C115 1.354, H118 1.004, H119 1.008
115 C 10.779 -3.723 0.966  N114 1.354, N116 1.354, O117 1.222
116 N 10.971 -4.740 0.092  C115 1.354, H120 1.008, H121 1.004
117 O 9.686 -3.210 1.150  C115 1.222
118 H 12.802 -3.727 1.481  N114 1.004
119 H 11.793 -2.564 2.278  N114 1.008
120 H 10.164 -5.069 -0.414  N116 1.008
121 H 11.861 -5.174 -0.074  N116 1.004

Computed properties:
HOMO energy = -8.50 eV
structure (SMILES) = CCOCCCCC[C@@H](O)O[C@H](N=C=O)[C@](O[C@@](O)(CCCOC)[PH2]=N)(C(F)(F)c1cccc(C(F)(F)F)c1)C(F)(F)C(F)(F)F.NC(N)=O.NC(N)=O.NC(N)=O.NC(N)=O.NC(N)=O
gap between HOMO and LUMO = 7.394 eV
relative energy (zero: lowest compared OMol25 entry of this formula, charge and spin) = 11.4753 eV
calculated total energy = -111944.3334 eV
strongest force on any atom = 8.0 eV/A